Formula: C4H10O
Source: the OMol25 dataset
Level of theory: ωB97M-V with the def2-TZVPD basis set

Each line ends with the natural charge from an NBO analysis.
Geometry (Å):
C -0.478 1.386 1.320  -0.60
C 0.248 0.914 0.063  -0.41
C -0.280 -0.409 -0.520  0.10
C 0.858 -1.265 -1.063  -0.63
O -0.978 -1.110 0.501  -0.73
H -0.315 0.683 2.142  0.22
H -1.559 1.454 1.162  0.21
H -0.107 2.371 1.625  0.20
H 0.189 1.681 -0.718  0.20
H 1.317 0.813 0.297  0.19
H -0.979 -0.173 -1.339  0.15
H 1.436 -0.727 -1.822  0.21
H 1.523 -1.527 -0.233  0.21
H 0.489 -2.194 -1.514  0.20
H -1.363 -1.897 0.100  0.47

Output
- HOMO-LUMO gap (eV) = 11.117
- highest occupied orbital energy (eV) = -10.150
- SMILES = CC[C@@H](C)O
- multiplicity = 1
- energy above the lowest of the compared OMol25 structures with the same formula, charge and spin (kcal per mole) = 6.4
- total energy (eV) = -6357.5238